[1]
The following is a DFT calculation (ωB97M-V/def2-TZVPD) of a cluster of 2 separate species, C3H3Cl3O3S in total at a distorted geometry.

Structure (ORCA input):
```
! RIJCOSX wB97M-V def2-TZVPD def2/J DEFGRID3
* xyz 0 3
C -1.5548 0.0185 0.9243
C -1.7506 0.7104 -0.1895
C 2.5108 0.2453 -0.0494
O 0.2095 -1.7634 -0.3242
O -2.1125 -2.3488 -0.3248
O -1.4554 -0.1071 -1.2253
S -1.0981 -1.3389 -0.2291
Cl -1.6461 0.4642 2.4864
Cl 1.1985 1.4955 -0.5002
Cl -2.1733 2.2922 -0.5265
H 2.5560 0.3443 1.1164
H 3.3221 0.6623 -0.5937
H 1.9938 -0.6746 -0.5643
*
```

HOMO (alpha / beta) = -6.1 / -10.8 eV
Molecular weight = 225.48 u
Energy above the lowest of the compared OMol25 structures with the same formula, charge and spin = 151.0 kJ/mol
Largest force on an atom = 0.202 hartree/bohr
Orbital gap (alpha / beta) = 6.49 / 7.81 eV



[2]
The following is a DFT calculation (ωB97M-V/def2-TZVPD) of a cluster of 2 separate species, C2H2N2O3 in total at a distorted geometry.

Structure (ORCA input):
```
! RIJCOSX wB97M-V def2-TZVPD def2/J DEFGRID3
* xyz -2 1
C -2.7746 0.0346 0.0937
C 1.2732 0.6511 -0.3708
N 2.0643 -0.2243 -0.0058
N 3.0570 -0.8812 -0.2424
O 4.2562 -0.5534 0.3089
O -3.2091 -0.3089 1.1989
O -2.9441 -0.4340 -1.0386
H 0.3799 0.7136 0.0989
H -2.1027 1.0025 -0.0428
*
```

HOMO = 0.2 eV
Molecular weight = 102.05 u
Energy above the lowest of the compared OMol25 structures with the same formula, charge and spin = 192.8 kJ/mol
Largest force on an atom = 0.068 hartree/bohr
Orbital gap = 6.72 eV



[3]
The following is a DFT calculation (ωB97M-V/def2-TZVPD) of a structure of composition C38H55IrO10P2Sb3Si.

Structure (ORCA input):
```
! RIJCOSX wB97M-V def2-TZVPD def2/J DEFGRID3
* xyz 0 6
Ir 0.5022 0.1388 -0.2381
C -1.2056 3.2767 2.1367
Sb 0.5678 2.1129 1.9905
C 1.9379 3.7153 1.6732
C 0.7903 1.8485 4.1345
C 2.0001 2.5129 4.7003
C 1.9354 3.8540 5.0510
C 3.0426 4.5506 5.5156
C 4.2663 3.8949 5.6437
C 4.3548 2.5592 5.3267
C 3.2367 1.8233 4.8597
C 3.3802 0.4512 4.5912
Sb 4.1137 0.3046 1.1939
C 5.6329 -0.6434 0.0441
C 5.3304 2.0198 1.5231
H -1.0229 4.0966 2.8306
H -2.0282 2.6640 2.4995
H -1.4629 3.6680 1.1583
H 1.5037 4.6425 2.0471
H 2.1504 3.7986 0.6117
H 2.8636 3.5126 2.2089
H 0.7574 0.7778 4.3051
H -0.1139 2.3022 4.5416
H 0.9874 4.3710 4.9475
H 2.9531 5.5967 5.7750
H 5.1380 4.4287 5.9970
H 5.2971 2.0371 5.4386
H 2.5703 -0.1704 4.2478
H 4.3354 -0.0230 4.7684
H 6.4657 -0.7859 0.7373
H 5.9605 -0.0093 -0.7752
H 5.2911 -1.6066 -0.3215
H 6.2477 1.6851 2.0111
H 4.8352 2.7421 2.1685
H 5.5741 2.4653 0.5592
O 2.6814 -2.3750 -3.0313
P 2.3659 -1.1732 -2.0567
O 1.1105 -0.4588 -2.5198
O 2.3372 -1.5752 -0.6088
O 3.6151 -0.1776 -2.3052
P 3.6032 1.3591 -1.7855
O 2.4533 1.9925 -2.6578
O 4.8981 2.0100 -1.9314
O 3.0187 1.2469 -0.3239
H 3.4058 -2.9346 -2.7289
H 1.7324 1.3464 -2.8033
C -0.8601 2.3428 -3.6366
Si -0.8528 2.9526 -1.8687
C -2.5341 3.6909 -1.5000
C 0.3866 4.3258 -1.6789
O -0.5366 1.7485 -0.7597
H -1.2669 3.1335 -4.2715
H -1.4873 1.4604 -3.7670
H 0.1258 2.1022 -4.0294
H -2.7045 4.5475 -2.1549
H -2.5911 4.0492 -0.4723
H -3.3621 3.0023 -1.6422
H 0.1654 5.1214 -2.3926
H 1.4056 3.9899 -1.8595
H 0.3398 4.7579 -0.6770
C 0.4037 -3.4474 2.1450
O 0.1099 -2.4483 1.1589
C 0.4976 -1.1855 1.4713
O 0.9615 -0.9510 2.5687
H 1.4465 -3.3774 2.4515
H 0.2091 -4.4042 1.6660
H -0.2411 -3.3282 3.0155
C -4.3601 -3.5298 -2.3327
C -4.4617 -2.0622 -2.6380
C -5.5890 -1.5949 -3.3118
C -5.7605 -0.2533 -3.6131
C -4.7918 0.6645 -3.2420
C -3.6624 0.2125 -2.5765
C -3.4867 -1.1291 -2.2692
Sb -1.7004 -1.5806 -1.1919
C -2.7172 -2.4492 0.4730
C -2.8217 -3.8226 0.6653
C -3.4234 -4.3440 1.8013
C -3.9280 -3.4825 2.7623
C -3.8475 -2.1140 2.5659
C -3.2514 -1.5761 1.4274
C -3.2159 -0.0820 1.2544
C -0.8148 -3.2136 -2.2176
C -0.2591 -4.2622 -1.4903
C 0.4091 -5.2967 -2.1292
C 0.5402 -5.2736 -3.5073
C 0.0239 -4.2105 -4.2305
C -0.6465 -3.1626 -3.6077
C -1.1415 -2.0099 -4.4352
H -4.9588 -4.1051 -3.0382
H -4.7293 -3.7395 -1.3275
H -3.3340 -3.8948 -2.3878
H -6.3480 -2.3089 -3.6089
H -6.6476 0.0708 -4.1408
H -4.9056 1.7163 -3.4707
H -2.9005 0.9188 -2.2859
H -2.4442 -4.5066 -0.0835
H -3.4980 -5.4155 1.9313
H -4.3935 -3.8729 3.6581
H -4.2581 -1.4403 3.3086
H -3.7496 0.4119 2.0657
H -3.6890 0.2241 0.3175
H -2.1923 0.3048 1.2363
H -0.3292 -4.2659 -0.4142
H 0.8307 -6.1078 -1.5495
H 1.0585 -6.0729 -4.0211
H 0.1573 -4.1792 -5.3047
H -0.7830 -2.0977 -5.4600
H -0.7729 -1.0594 -4.0388
H -2.2315 -1.9636 -4.4589
*
```

HOMO (alpha / beta) = -6.7 / -8.3 eV
Molecular weight = 1319.38 u
Energy above the lowest of the compared OMol25 structures with the same formula, charge and spin = 13.3 kJ/mol
Largest force on an atom = 0.016 hartree/bohr
Orbital gap (alpha / beta) = 7.05 / 6.64 eV



[4]
The following is a DFT calculation (ωB97M-V/def2-TZVPD) of a cluster of 5 separate species, C5H19NO4 in total at a distorted geometry.

Structure (ORCA input):
```
! RIJCOSX wB97M-V def2-TZVPD def2/J DEFGRID3
* xyz 0 1
C 1.2859 -0.5956 1.2364
C 0.2020 -1.0915 0.6086
C 0.2076 -1.5183 -0.8403
C 0.5141 -3.0386 -0.7421
N -1.0172 -1.0075 1.3249
C -2.2994 -1.1065 0.6126
H 1.2957 0.0993 2.0651
H 2.2752 -0.9409 0.9298
H -0.6668 -1.3379 -1.4652
H 1.0075 -1.0279 -1.4068
H 1.5203 -3.3042 -0.4693
H -0.1416 -3.3932 0.0428
H 0.1695 -3.5810 -1.6244
H -0.9386 -1.3871 2.2523
H -2.5840 -2.1543 0.5495
H -2.0952 -0.7053 -0.3934
H -3.0473 -0.4415 1.0372
O -0.0295 2.1847 -3.2225
H 0.6986 1.9400 -2.5865
H -0.3402 3.0421 -2.9333
O -0.3389 1.5545 3.5566
H 0.0778 2.4039 3.7150
H -0.3458 1.3061 2.6281
O -0.0474 3.7413 -0.3717
H -0.2916 3.1595 -1.1001
H 0.7704 4.1712 -0.6489
O 1.3341 1.3442 -1.1638
H 1.3138 1.2559 -0.1915
H 1.5109 0.4288 -1.3991
*
```

HOMO = -8.4 eV
SMILES string = C=C(CC)NC.O.O.O.O
Molecular weight = 157.21 u
Energy above the lowest of the compared OMol25 structures with the same formula, charge and spin = 223.0 kJ/mol
Largest force on an atom = 0.053 hartree/bohr
Orbital gap = 8.90 eV



[5]
The following is a DFT calculation (ωB97M-V/def2-TZVPD) of the molecule C5H6N2S at a distorted geometry.

Structure (ORCA input):
```
! RIJCOSX wB97M-V def2-TZVPD def2/J DEFGRID3
* xyz 0 1
C -0.9747 1.9813 0.1994
C 0.1549 1.0004 -0.0114
C 1.6272 1.0589 -0.2337
N 2.3972 0.0106 0.0011
N 1.8993 -1.2976 0.2595
C 0.5767 -1.3681 -0.0826
C -0.3764 -0.2582 -0.2370
S -2.0750 -0.6335 -0.0202
H -0.4654 2.9553 -0.1223
H -1.0713 2.0708 1.4800
H -2.0075 1.7647 -0.5130
H 2.2350 2.0890 -0.3999
H 0.1544 -2.3310 0.4684
H -1.7667 -1.8890 -0.2219
*
```

HOMO = -9.2 eV
SMILES string = Cc1cnncc1S
Molecular weight = 126.18 u
Energy above the lowest of the compared OMol25 structures with the same formula, charge and spin = 440.6 kJ/mol
Largest force on an atom = 0.102 hartree/bohr
Orbital gap = 9.44 eV



[6]
The following is a DFT calculation (ωB97M-V/def2-TZVPD) of a cluster of 2 separate species, C4H12 in total at a distorted geometry.

Structure (ORCA input):
```
! RIJCOSX wB97M-V def2-TZVPD def2/J DEFGRID3
* xyz 0 1
C 0.1040 -0.5836 -1.9824
C 1.1152 -1.1011 -0.9442
H 0.6587 0.3196 -2.4574
H -0.1657 -1.2390 -2.8930
H -0.7801 -0.1930 -1.5778
H 0.6222 -1.9493 -0.4516
H 1.3286 -0.2301 -0.2485
H 2.0533 -1.2638 -1.4803
C -0.1545 1.3535 1.2855
C -1.0603 0.2421 1.6835
H -0.2803 1.4964 0.1419
H -0.4433 2.2357 1.8385
H 1.0088 1.3131 1.4628
H -2.0051 0.5498 1.2246
H -1.1664 0.2599 2.8404
H -0.8570 -0.7647 1.3458
*
```

HOMO = -11.3 eV
SMILES string = CC.CC
Molecular weight = 60.14 u
Energy above the lowest of the compared OMol25 structures with the same formula, charge and spin = 86.8 kJ/mol
Largest force on an atom = 0.076 hartree/bohr
Orbital gap = 12.50 eV



Number 1: E -57697.5200 eV. Number 2: E -11223.9710 eV. Number 3: E -109685.2919 eV. Number 4: E -15171.6238 eV. Number 5: E -19093.4441 eV. Number 6: E -4341.6287 eV.